# C20H17N3PdS3Sb

A molecular structure, C20H17N3PdS3Sb (ωB97M-V/def2-TZVPD, the OMol25 dataset).

The calculation puts the frontier orbital gap at 6.77 eV. Its HOMO energy is -4.483 eV. The multiplicity is 1. As for the energy relative to the best compared isomer or geometry (same formula, charge and spin): 0.0 kcal per mole. As for the charge: -1.

Each line ends with the Löwdin charge.
Atoms and positions in Å:
H1 2.166978 -1.264002 1.796734  -0.02
H2 -0.822780 -1.645950 1.928697  -0.03
H3 -1.998134 -0.467172 2.520922  0.00
H4 -0.617937 -4.355702 -0.029266  0.11
N1 0.459486 2.283439 -2.050180  -0.02
C1 -3.820351 -3.265778 -0.250961  -0.20
H5 2.069868 -0.857387 3.529860  0.00
C2 3.465824 -0.355568 -1.248741  -0.23
C3 1.982386 4.088624 -2.405775  -0.03
H6 -0.793542 -1.153717 3.640651  0.00
H7 -1.545214 2.674591 -2.219876  0.06
C4 -5.175602 -3.691147 -0.054040  -0.19
C5 2.718021 1.741563 -1.810065  -0.55
Sb1 0.395121 0.757025 2.104837  1.21
C6 1.728135 2.751247 -2.099981  -0.28
H8 -4.395992 -1.304493 -0.871765  0.11
C7 -1.187249 -2.387669 -0.650120  -0.70
C8 -3.565679 -1.973644 -0.687084  -0.07
Pd1 0.324533 0.251874 -1.528584  0.41
C9 -0.556572 3.110578 -2.288185  -0.13
C10 0.923305 4.936975 -2.655454  -0.08
C11 -0.970486 -0.817636 2.618413  -0.34
H9 1.172731 2.397818 4.149698  -0.02
H10 3.031260 0.150487 2.415995  -0.01
H11 0.480163 0.922171 4.858963  -0.01
H12 3.004287 4.441868 -2.441504  0.10
C12 4.646273 0.319261 -1.329387  -0.44
C13 -1.448052 -3.686245 -0.216574  -0.08
C14 2.324797 0.455521 -1.523596  -0.33
H13 -0.582435 2.196762 4.224851  -0.02
N2 -3.118617 -6.559699 0.809324  0.14
H14 1.105251 5.977584 -2.893537  0.10
S1 4.433202 1.970696 -1.742689  0.97
H15 -1.230952 5.078143 -2.781751  0.10
N3 -6.264600 -4.031414 0.094209  0.14
C15 -2.265331 -1.509686 -0.892825  -0.71
C16 2.127036 -0.449726 2.520029  -0.36
S2 -2.002077 0.124215 -1.433434  0.53
H16 3.408318 -1.406188 -0.996045  0.08
C17 -2.963012 -5.480973 0.440536  -0.19
H17 5.641696 -0.065147 -1.168485  0.06
S3 0.472965 -1.880765 -0.851053  0.58
C18 0.361817 1.671962 4.075272  -0.39
C19 -0.374716 4.445759 -2.596662  -0.07
C20 -2.744142 -4.138461 -0.011379  -0.21

Force components x, y, z for each atom (eV/Å):
-0.04 0.02 -0.02
0.02 -0.01 -0.02
0.00 -0.03 0.01
0.00 0.00 0.00
0.01 0.05 -0.06
0.04 0.03 0.00
-0.01 0.00 0.00
-0.01 -0.03 0.01
-0.01 0.01 0.01
0.02 0.01 0.00
0.00 0.00 -0.01
0.01 -0.07 -0.01
0.02 -0.01 0.02
0.02 0.00 -0.04
-0.01 -0.01 -0.01
0.00 0.00 0.00
-0.03 0.05 -0.01
-0.02 -0.03 0.02
0.16 0.06 0.19
0.00 0.03 0.01
0.01 0.00 0.00
-0.12 0.10 0.00
0.00 0.00 0.02
0.02 -0.02 0.03
0.00 -0.01 -0.01
0.00 0.00 0.00
0.00 0.02 0.00
-0.03 -0.03 0.02
-0.05 0.06 -0.03
0.00 0.00 -0.01
0.00 0.00 -0.01
0.00 0.00 0.00
-0.02 -0.01 -0.01
0.00 0.00 0.00
-0.01 0.04 0.01
0.05 -0.01 -0.02
0.07 0.07 -0.05
-0.07 -0.07 0.00
0.00 0.00 0.00
-0.01 0.00 0.03
0.00 0.00 0.00
-0.01 -0.17 -0.03
0.02 -0.06 0.01
-0.01 -0.01 0.01
-0.01 0.04 -0.03


# C20H18BF5O

2 unconnected molecules or ions with the total composition C20H18BF5O in a non-equilibrium geometry (ωB97M-V/def2-TZVPD, the OMol25 dataset).

The calculation puts the frontier orbital gap at 3.38 eV. Its HOMO energy is -6.532 eV. The multiplicity is 1. As for the charge: 0.

Each line ends with the Löwdin charge.
Atoms and positions in Å:
H1 -6.589883 1.937315 3.130758  0.08
C1 -5.464647 0.522167 2.020975  -0.36
H2 2.459779 4.472429 -4.145099  0.10
F1 -1.598552 1.595424 0.937777  0.10
C2 -3.907459 -1.090863 1.967535  -0.05
F2 -1.554126 1.260492 3.229289  0.14
H3 0.539074 -1.833301 1.624849  0.11
H4 1.943443 -3.774853 2.280771  0.13
H5 0.693999 4.673792 -4.207090  0.09
C3 4.391358 -4.458450 1.140972  -0.02
H6 3.661279 -0.440813 -0.988536  0.12
F3 -1.050169 -0.526471 1.838280  0.07
H7 -6.097715 -1.571877 2.314251  0.10
H8 0.061456 -0.023865 0.324957  0.11
H9 4.487857 -5.110583 0.262738  0.11
C4 2.162704 1.784758 -3.261524  -0.19
C5 2.279351 -3.086624 1.501092  0.01
H10 3.971354 -5.044593 1.961323  0.09
H11 2.669744 -0.144979 -2.487754  0.12
H12 1.504634 3.519183 -5.291655  0.10
C6 3.516704 -3.302526 0.860531  -0.18
H13 5.403640 -4.137391 1.418304  0.10
C7 0.946321 -0.107632 -0.273485  0.16
C8 0.231388 1.963808 -1.323890  0.04
H14 -0.492149 2.040525 -0.528038  0.10
H15 -6.736137 2.070704 1.362840  0.08
C9 3.938536 -2.348120 -0.065003  -0.19
O1 -4.253341 1.107030 1.812376  0.05
B1 -1.746522 0.682640 1.985183  -1.06
C10 -5.316537 -0.844359 2.105725  -0.05
H16 -0.364004 3.808459 -2.231870  0.13
C11 -3.284874 0.130688 1.814501  -0.11
H17 -3.468662 -2.082049 1.960376  0.09
C12 1.319899 2.898372 -3.256980  -0.18
C13 0.327180 2.958339 -2.267173  0.01
H18 -7.520015 0.733861 2.233446  0.08
F4 5.157756 -2.531594 -0.672012  0.06
C14 1.491884 -2.014636 1.140079  0.04
C15 -6.633790 1.369780 2.194523  -0.04
C16 3.215717 -1.219711 -0.379857  0.08
C17 1.093220 0.829333 -1.319610  -0.15
F5 3.180396 1.750436 -4.184163  0.06
C18 1.506200 3.945669 -4.280427  -0.02
C19 2.042064 0.733390 -2.382911  0.08
C20 1.881625 -1.093317 0.123614  -0.15

Force components x, y, z for each atom (eV/Å):
0.02 0.05 -0.13
0.83 -1.76 0.00
-0.16 -0.16 -0.03
1.37 0.59 -0.39
-0.04 0.52 -0.21
0.66 0.14 -0.15
-0.04 -0.12 -0.06
0.15 0.22 -0.31
0.18 -0.04 -0.09
0.25 -0.64 0.42
0.06 -0.34 0.15
1.87 -0.29 -0.17
0.17 0.28 -0.18
-0.48 -0.05 0.31
-0.02 0.20 0.14
0.68 -0.59 -0.02
0.55 -0.12 -0.25
0.13 -0.01 -0.11
-0.20 0.29 -0.29
0.07 0.08 0.23
-0.59 0.34 0.03
-0.22 -0.04 -0.11
1.08 0.24 -0.25
0.02 -0.55 0.41
-0.18 -0.02 0.09
-0.11 0.07 0.08
0.40 0.64 -0.56
-0.61 -0.28 0.38
-3.58 -0.94 0.25
0.13 1.03 -0.05
0.36 -0.36 -0.06
-0.35 -0.44 0.69
0.22 0.33 0.13
-0.14 -0.27 0.42
0.32 0.21 -0.40
-0.01 0.12 -0.04
-0.89 0.19 0.62
-0.44 0.39 -0.29
-0.72 0.53 0.02
-0.33 -0.27 -0.07
-0.08 0.55 -1.05
-0.94 -0.04 0.55
-0.21 0.64 -0.44
0.03 0.22 0.24
0.78 -0.54 0.54


# C20H18BrCoN3O4

A molecular structure, C20H18BrCoN3O4 (ωB97M-V/def2-TZVPD, the OMol25 dataset).

The calculation puts the frontier orbital gap (alpha / beta) at 6.12 / 7.54 eV. Its HOMO energy (alpha / beta) is -5.992 / -7.783 eV. The multiplicity is 4. As for the charge: 0.

Each line ends with the Löwdin charge.
Atoms and positions in Å:
C1 3.373391 0.256115 -1.134953  -0.21
C2 2.654328 0.129237 -2.441550  -0.05
Br1 -1.742680 -1.002895 -2.627424  0.82
H1 -5.624417 0.541030 0.597004  0.11
C3 2.513159 0.383803 2.608324  -0.05
H2 -4.532321 -1.409066 -0.409840  0.11
C4 -4.726940 1.082465 0.336243  -0.03
H3 -3.603529 4.149266 -0.588086  0.12
C5 4.744911 0.368045 -1.073424  -0.06
H4 5.320761 0.370767 -1.990537  0.10
N1 1.306128 0.093246 0.042566  0.04
H5 5.190383 0.596771 2.283515  0.11
C6 -1.122079 3.013113 -0.343464  -0.46
C7 -4.784890 2.446999 -0.070206  -0.06
H6 -0.108235 4.528747 -0.748900  0.13
H7 -0.560140 -5.325019 -0.470114  0.11
C8 4.670810 0.494276 1.338540  -0.06
H8 1.841375 0.852957 -2.507725  0.07
C9 -3.497689 0.490111 0.487753  -0.23
O1 -1.049118 4.321765 -0.654974  0.11
O2 -2.836125 -1.198262 2.048506  0.13
O3 -0.058375 2.343128 -0.230337  -0.04
C10 -0.244306 -3.636094 0.824659  -0.03
C11 -3.621371 3.111066 -0.294450  -0.01
H9 -1.380453 -3.903802 -2.354342  0.10
C12 5.399815 0.483805 0.151382  -0.08
C13 3.296754 0.383533 1.332823  -0.21
H10 3.337578 0.276809 -3.276248  0.07
H11 2.181557 -0.626550 2.860506  0.08
C14 2.602558 0.249055 0.080916  -0.31
C15 -0.327589 -2.262498 0.911651  -0.10
H12 3.119840 0.754566 3.433037  0.07
C16 -1.070355 -3.475520 -1.413911  -0.09
C17 -2.388836 2.428618 -0.147908  -0.19
H13 1.615697 0.994908 2.515144  0.07
C18 -1.117638 -2.104192 -1.226505  -0.71
H14 2.194601 -0.856678 -2.539091  0.08
H15 0.103362 -4.204710 1.672610  0.11
H16 -5.738483 2.944853 -0.174468  0.10
H17 6.477369 0.571694 0.180579  0.10
C19 -0.617401 -4.250280 -0.362441  -0.04
Co1 -0.422366 0.446524 -0.018640  0.52
N2 -0.753957 -1.503064 -0.107300  -0.06
C20 -3.452262 -0.898303 1.067015  -0.48
N3 -2.326804 1.095053 0.234288  0.07
O4 -4.175877 -1.820667 0.391245  0.11
H18 -0.060134 -1.724702 1.808533  0.12

Force components x, y, z for each atom (eV/Å):
0.07 0.02 -0.07
-0.02 0.00 0.00
0.02 0.06 0.00
-0.03 -0.03 0.01
-0.02 0.03 0.00
-0.01 -0.03 0.07
0.03 0.10 -0.03
-0.01 0.06 -0.01
-0.03 0.01 -0.01
0.02 0.00 -0.04
-0.06 0.04 0.35
0.02 0.00 0.03
-0.05 -0.01 0.03
0.02 -0.05 0.02
-0.03 -0.02 0.00
-0.01 -0.01 0.00
-0.01 0.03 0.00
0.00 0.03 0.00
-0.03 -0.06 0.04
0.02 -0.10 0.03
-0.12 0.02 -0.08
-0.06 0.11 -0.04
-0.06 0.08 -0.08
0.02 -0.08 -0.01
0.00 -0.01 -0.01
0.01 0.00 0.01
0.07 -0.02 0.11
0.02 0.00 -0.03
-0.03 -0.03 0.00
-0.04 -0.09 -0.20
-0.04 -0.07 0.04
0.02 0.00 0.03
-0.02 0.05 0.02
0.08 0.09 -0.02
0.02 0.01 0.00
-0.07 -0.15 -0.03
-0.02 -0.03 0.01
0.01 -0.04 0.03
-0.01 0.01 -0.01
0.04 0.00 0.00
0.02 -0.01 0.03
-0.28 0.15 -0.17
0.05 -0.02 0.04
0.29 -0.07 -0.05
0.16 -0.01 0.02
-0.02 0.06 -0.02
0.03 0.01 -0.01